Formula: C34H61N4O19
Source: the OMol25 dataset
Level of theory: the ωB97M-V functional and the def2-TZVPD basis

Output
**LUMO**: -4.233 eV
**Total charge**: +1
**HOMO level**: -11.67 eV
**HOMO-LUMO gap**: 7.4324 eV
**E**: -81098.850 eV

Positions of all 118 atoms, in Å:
1 C -7.366 2.774 -4.477
2 C -6.486 1.382 -4.515
3 O -6.882 0.378 -3.515
4 C -6.603 0.816 -2.138
5 C -5.680 -0.303 -1.312
6 C -4.389 0.457 -0.647
7 C -4.726 1.397 0.653
8 C -4.889 3.006 0.308
9 N -3.593 3.698 -0.056
10 C -3.766 4.705 -1.181
11 N -5.062 5.502 -1.434
12 N -2.728 5.011 -2.070
13 C -1.335 4.378 -1.982
14 C -1.466 2.813 -2.543
15 N -2.181 2.715 -3.878
16 H -8.382 2.684 -5.097
17 H -6.756 3.639 -5.023
18 H -7.617 3.165 -3.403
19 H -5.349 1.658 -4.518
20 H -6.705 0.891 -5.581
21 H -5.932 1.796 -2.166
22 H -7.633 1.000 -1.574
23 H -6.306 -0.961 -0.573
24 H -5.260 -1.028 -2.163
25 H -3.892 1.131 -1.464
26 H -3.629 -0.375 -0.285
27 H -3.775 1.320 1.371
28 H -5.644 1.028 1.301
29 H -5.764 3.152 -0.455
30 H -5.259 3.510 1.326
31 H -3.313 4.236 0.816
32 H -5.541 4.979 -2.225
33 H -4.775 6.428 -1.860
34 H -2.849 5.709 -2.864
35 H -0.541 5.013 -2.578
36 H -1.039 4.296 -0.835
37 H -2.017 2.225 -1.664
38 H -0.378 2.326 -2.605
39 H -2.313 1.673 -4.042
40 H -3.167 3.083 -3.825
41 C 4.454 1.595 -4.822
42 C 3.202 1.975 -4.058
43 C 3.397 3.099 -3.086
44 O 2.364 2.864 -2.145
45 C 2.127 1.516 -2.162
46 O 1.434 0.925 -1.355
47 O 2.781 0.921 -3.208
48 H 5.326 1.547 -4.161
49 H 4.345 0.602 -5.271
50 H 4.664 2.321 -5.613
51 H 2.384 2.183 -4.760
52 H 3.284 4.082 -3.550
53 H 4.357 3.060 -2.557
54 C -2.769 -4.772 2.789
55 C -3.142 -3.347 2.434
56 C -3.441 -2.481 3.620
57 O -4.290 -1.492 3.063
58 C -4.924 -2.083 2.003
59 O -5.860 -1.595 1.398
60 O -4.367 -3.301 1.721
61 H -3.434 -5.180 3.558
62 H -2.864 -5.425 1.914
63 H -1.742 -4.825 3.160
64 H -2.368 -2.905 1.794
65 H -2.544 -2.026 4.048
66 H -3.994 -2.999 4.413
67 C -1.309 -5.964 8.308
68 C -1.158 -4.716 7.462
69 C -2.452 -4.021 7.164
70 O -2.150 -3.330 5.963
71 C -1.177 -4.058 5.335
72 O -0.800 -3.868 4.194
73 O -0.688 -5.034 6.162
74 H -2.148 -6.580 7.967
75 H -0.412 -6.588 8.239
76 H -1.480 -5.705 9.358
77 H -0.429 -4.038 7.923
78 H -2.746 -3.322 7.951
79 H -3.283 -4.707 6.964
80 C 6.767 -0.098 -0.432
81 C 7.195 -0.597 -1.798
82 C 8.681 -0.664 -1.984
83 O 8.810 -0.556 -3.392
84 C 7.725 0.158 -3.824
85 O 7.594 0.601 -4.950
86 O 6.811 0.311 -2.817
87 H 7.356 0.772 -0.121
88 H 5.719 0.222 -0.449
89 H 6.885 -0.880 0.324
90 H 6.715 -1.560 -2.012
91 H 9.109 -1.603 -1.625
92 H 9.219 0.175 -1.526
93 C 9.768 2.839 4.583
94 C 9.406 2.142 3.286
95 C 8.568 2.971 2.361
96 O 7.902 1.982 1.594
97 C 7.808 0.875 2.393
98 O 7.138 -0.108 2.136
99 O 8.566 1.025 3.523
100 H 8.904 3.359 5.011
101 H 10.100 2.112 5.332
102 H 10.564 3.571 4.423
103 H 10.315 1.775 2.792
104 H 9.166 3.623 1.719
105 H 7.810 3.573 2.877
106 C -1.131 -3.260 -3.173
107 C -1.376 -3.699 -1.743
108 C -0.330 -3.234 -0.775
109 O -0.427 -4.201 0.257
110 C -0.878 -5.350 -0.334
111 O -0.910 -6.440 0.208
112 O -1.285 -5.109 -1.619
113 H -0.082 -3.393 -3.458
114 H -1.725 -3.863 -3.868
115 H -1.392 -2.206 -3.307
116 H -2.383 -3.402 -1.427
117 H -0.530 -2.232 -0.388
118 H 0.688 -3.266 -1.180

---

Formula: C34H62BClN2O10P2
Source: the OMol25 dataset
Level of theory: the ωB97M-V functional and the def2-TZVPD basis

Output
**LUMO**: -1.356 eV
**SMILES**: C=C[C@]1(B(O)OCC)OC(=O)[C@@](CON=O)(CC(=O)Cl)[C@]1(PP(=O)(O)O)c1ccncc1.CCCCCC.CCCCCC.CCCCCC
**Total charge**: 0
**HOMO level**: -9.14 eV
**HOMO-LUMO gap**: 7.7831 eV
**E**: -91486.471 eV

Positions of all 112 atoms, in Å:
1 C -0.949 -0.779 3.657
2 C -0.347 -0.021 2.563
3 C 0.933 -0.680 1.855
4 B 0.295 -2.002 1.161
5 O 0.597 -3.322 1.700
6 O -0.573 -1.991 -0.003
7 C -1.927 -2.385 0.358
8 C -2.874 -1.876 -0.870
9 O 1.819 -0.870 3.033
10 C 2.098 0.524 3.374
11 O 2.006 0.858 4.564
12 C 2.415 1.397 2.014
13 C 1.573 2.733 2.282
14 O 1.991 3.898 1.507
15 N 2.250 3.607 0.210
16 O 1.702 4.439 -0.457
17 C 3.968 1.771 2.186
18 C 4.358 2.703 3.417
19 O 4.634 2.222 4.553
20 Cl 4.530 4.548 3.329
21 C 1.931 0.283 0.973
22 P 3.352 -0.996 0.664
23 P 4.949 -0.047 -0.539
24 O 5.379 -0.989 -1.696
25 O 4.481 1.433 -1.252
26 O 6.378 0.182 0.417
27 C 1.180 0.610 -0.392
28 C -0.041 1.601 -0.536
29 C -0.644 1.773 -1.940
30 N -0.322 1.156 -3.181
31 C 0.750 0.219 -3.116
32 C 1.502 -0.054 -1.791
33 H -0.353 -0.909 4.634
34 H -2.016 -1.181 3.559
35 H -0.882 0.941 2.272
36 H 0.171 -4.010 1.131
37 H -2.065 -3.517 0.434
38 H -2.261 -1.872 1.332
39 H -2.353 -0.964 -1.352
40 H -3.897 -1.514 -0.515
41 H -2.940 -2.675 -1.690
42 H 1.669 3.076 3.388
43 H 0.428 2.606 2.170
44 H 4.283 2.323 1.224
45 H 4.682 0.861 2.261
46 H 2.917 -2.047 -0.205
47 H 3.676 1.727 -0.764
48 H 6.828 0.981 0.040
49 H -0.475 2.167 0.345
50 H -1.515 2.534 -2.008
51 H 1.023 -0.332 -4.093
52 H 2.337 -0.848 -1.888
53 C 5.177 -4.333 -1.710
54 C 5.592 -4.044 -0.275
55 C 7.089 -3.766 -0.125
56 C 8.010 -4.928 -0.508
57 C 7.769 -6.230 0.258
58 C 8.010 -6.096 1.756
59 H 5.664 -5.232 -2.099
60 H 4.096 -4.494 -1.766
61 H 5.428 -3.494 -2.364
62 H 5.290 -4.875 0.371
63 H 5.040 -3.165 0.077
64 H 7.289 -3.467 0.910
65 H 7.351 -2.899 -0.743
66 H 9.048 -4.611 -0.355
67 H 7.915 -5.130 -1.581
68 H 8.447 -6.995 -0.136
69 H 6.754 -6.598 0.081
70 H 9.035 -5.777 1.959
71 H 7.852 -7.059 2.250
72 H 7.325 -5.378 2.213
73 C -7.381 -1.031 -0.629
74 C -7.034 -2.503 -0.793
75 C -6.582 -2.861 -2.210
76 C -7.630 -2.645 -3.306
77 C -8.946 -3.400 -3.106
78 C -8.773 -4.913 -3.107
79 H -8.219 -0.738 -1.267
80 H -7.668 -0.822 0.405
81 H -6.523 -0.398 -0.876
82 H -7.890 -3.118 -0.498
83 H -6.224 -2.749 -0.098
84 H -6.254 -3.907 -2.220
85 H -5.695 -2.267 -2.460
86 H -7.193 -2.940 -4.266
87 H -7.850 -1.576 -3.394
88 H -9.629 -3.128 -3.919
89 H -9.432 -3.086 -2.178
90 H -8.334 -5.255 -4.047
91 H -9.744 -5.402 -2.991
92 H -8.137 -5.249 -2.284
93 C -4.046 8.624 -0.551
94 C -3.340 8.251 0.743
95 C -1.854 7.934 0.550
96 C -1.555 6.731 -0.350
97 C -2.188 5.411 0.097
98 C -1.692 4.941 1.457
99 H -4.032 7.802 -1.272
100 H -5.093 8.869 -0.353
101 H -3.577 9.496 -1.015
102 H -3.852 7.405 1.213
103 H -3.426 9.090 1.442
104 H -1.398 7.777 1.533
105 H -1.357 8.814 0.125
106 H -0.468 6.603 -0.406
107 H -1.884 6.949 -1.371
108 H -1.947 4.642 -0.647
109 H -3.279 5.494 0.111
110 H -0.607 4.803 1.450
111 H -2.153 3.981 1.713
112 H -1.948 5.648 2.249

---

Formula: C34H62BrFGeN5RhSSi4
Source: the OMol25 dataset
Level of theory: the ωB97M-V functional and the def2-TZVPD basis

Output
**LUMO (alpha / beta)**: -2.936 / -4.740 eV
**Spin multiplicity**: 2
**Total charge**: +1
**Energy relative to the best compared isomer or geometry (same formula, charge and spin)**: 0.000 eV
**HOMO level (alpha / beta)**: -9.71 / -9.70 eV
**HOMO-LUMO gap (alpha / beta)**: 6.7769 / 4.9613 eV
**E**: -218341.874 eV

Positions of all 110 atoms, in Å:
1 Rh 0.952 0.091 0.649
2 C 2.623 -1.944 3.549
3 C 2.099 -0.556 3.781
4 C 2.356 0.155 4.938
5 C 1.827 1.443 5.081
6 C 1.051 1.999 4.091
7 C 0.794 1.206 2.957
8 N 1.316 -0.038 2.824
9 N 0.095 1.592 1.852
10 Si -1.280 2.644 1.921
11 C -2.348 2.235 0.452
12 C -0.768 4.453 1.780
13 C -2.244 2.417 3.512
14 H 2.143 -2.642 4.235
15 H 3.697 -2.004 3.731
16 H 2.412 -2.268 2.530
17 H 2.962 -0.287 5.716
18 H 2.054 2.013 5.973
19 H 0.680 3.011 4.149
20 H -1.867 2.541 -0.472
21 H -3.323 2.727 0.502
22 H -2.502 1.163 0.408
23 H -0.015 4.590 0.999
24 H -0.342 4.834 2.711
25 H -1.622 5.090 1.536
26 H -2.436 1.356 3.682
27 H -3.200 2.943 3.461
28 H -1.706 2.808 4.376
29 C 1.778 0.517 -5.071
30 Si 2.041 -0.168 -3.344
31 C 2.070 -2.035 -3.543
32 C 3.709 0.536 -2.815
33 Ge 0.340 0.270 -1.678
34 Si -1.630 -0.927 -2.501
35 C -3.246 -0.358 -1.741
36 C -1.745 -0.619 -4.354
37 C -1.459 -2.772 -2.210
38 Si -0.453 3.172 -2.770
39 C -0.543 3.042 -4.625
40 C -2.035 3.868 -2.071
41 C 1.041 4.166 -2.264
42 H 2.622 0.193 -5.686
43 H 1.780 1.602 -5.081
44 H 0.864 0.167 -5.555
45 H 2.997 -2.285 -4.068
46 H 1.242 -2.363 -4.176
47 H 2.040 -2.598 -2.614
48 H 4.467 0.313 -3.569
49 H 4.062 0.141 -1.867
50 H 3.649 1.624 -2.726
51 H -3.405 0.711 -1.885
52 H -3.268 -0.563 -0.672
53 H -4.074 -0.888 -2.219
54 H -1.527 0.408 -4.631
55 H -2.776 -0.830 -4.649
56 H -1.093 -1.270 -4.940
57 H -1.655 -3.021 -1.166
58 H -0.494 -3.198 -2.485
59 H -2.232 -3.243 -2.824
60 H -1.080 2.184 -5.014
61 H 0.448 3.062 -5.067
62 H -1.077 3.937 -4.961
63 H -2.867 3.166 -2.076
64 H -2.296 4.706 -2.725
65 H -1.904 4.237 -1.055
66 H 1.968 3.724 -2.629
67 H 1.099 4.337 -1.192
68 H 0.927 5.149 -2.736
69 F 3.189 -5.521 -0.696
70 C 2.721 -4.275 -0.494
71 C 3.594 -3.208 -0.547
72 C 3.083 -1.933 -0.345
73 C 1.736 -1.684 -0.061
74 C 0.904 -2.804 -0.023
75 C 1.378 -4.092 -0.247
76 H 4.641 -3.380 -0.759
77 H 3.786 -1.118 -0.429
78 H -0.141 -2.670 0.206
79 H 0.723 -4.953 -0.222
80 C -4.630 -0.447 2.146
81 N -4.230 -1.841 2.267
82 C -5.032 -2.591 3.232
83 C -2.956 -2.224 1.987
84 S -1.734 -1.063 1.830
85 N -2.769 -3.559 1.894
86 C -1.456 -4.170 1.957
87 C -3.816 -4.460 1.433
88 H -5.719 -0.415 2.150
89 H -4.269 -0.022 1.216
90 H -4.249 0.154 2.976
91 H -5.292 -1.926 4.057
92 H -4.459 -3.420 3.636
93 H -5.953 -2.972 2.788
94 H -0.743 -3.488 2.411
95 H -1.114 -4.437 0.956
96 H -1.524 -5.084 2.550
97 H -4.643 -3.893 1.015
98 H -4.189 -5.106 2.230
99 H -3.398 -5.094 0.649
100 Br 6.616 3.567 0.494
101 C 5.019 2.587 0.559
102 C 4.982 1.349 1.180
103 C 3.794 0.648 1.197
104 N 2.672 1.122 0.628
105 C 2.719 2.324 0.042
106 C 3.862 3.092 -0.008
107 H 5.858 0.928 1.651
108 H 3.723 -0.312 1.677
109 H 1.783 2.667 -0.357
110 H 3.842 4.060 -0.487

---

Formula: C34H62Cl2F4N6O5P2S
Source: the OMol25 dataset
Level of theory: the ωB97M-V functional and the def2-TZVPD basis

Output
**LUMO**: 0.522 eV
**SMILES**: CCCCC[C@@](CCCO)(O[C@]([PH2]=S)(P(CC)CC)[C@@](/C(Cl)=C(\C)Cl)(c1ccncc1)N(F)CN)C(F)(F)F.CNC(C)=O.CNC(C)=O.CNC(C)=O
**Total charge**: 0
**HOMO level**: -7.37 eV
**HOMO-LUMO gap**: 7.8881 eV
**E**: -120766.353 eV

Positions of all 116 atoms, in Å:
1 C 4.375 0.003 3.360
2 C 3.218 -0.903 2.942
3 C 2.445 -0.356 1.725
4 C 0.969 -0.722 1.845
5 C -0.102 -0.452 0.759
6 C -0.153 0.637 -0.342
7 C -1.247 0.201 -1.348
8 C -0.966 -0.884 -2.398
9 C -1.359 -2.300 -1.973
10 O -2.713 -2.325 -1.508
11 O -0.423 2.020 0.020
12 C -1.282 2.521 1.055
13 P -0.370 2.275 2.686
14 S -1.050 1.106 4.088
15 P -2.838 1.405 1.095
16 C -4.025 1.804 2.425
17 C -4.952 0.580 2.588
18 C -3.860 1.569 -0.452
19 C -5.286 2.121 -0.327
20 C -1.329 4.123 0.641
21 C -1.951 5.052 1.700
22 Cl -2.535 4.334 3.141
23 C -2.062 6.375 1.536
24 C -1.711 7.154 0.298
25 Cl -2.731 7.348 2.799
26 C 0.126 4.620 0.432
27 C 0.861 4.488 -0.749
28 C 2.156 4.989 -0.797
29 N 2.777 5.591 0.210
30 C 2.091 5.705 1.337
31 C 0.783 5.247 1.490
32 N -2.153 4.144 -0.580
33 F -3.439 4.580 -0.227
34 C -1.800 4.654 -1.908
35 N -2.996 4.849 -2.693
36 C 1.184 0.782 -1.104
37 F 1.744 -0.427 -1.342
38 F 2.097 1.535 -0.470
39 F 0.999 1.361 -2.334
40 H 4.002 0.946 3.770
41 H 5.025 0.238 2.513
42 H 4.993 -0.462 4.132
43 H 3.589 -1.897 2.690
44 H 2.529 -0.997 3.787
45 H 2.612 0.720 1.664
46 H 2.884 -0.816 0.836
47 H 0.943 -1.802 2.011
48 H 0.611 -0.324 2.799
49 H -0.206 -1.370 0.179
50 H -1.058 -0.359 1.285
51 H -2.072 -0.166 -0.737
52 H -1.580 1.113 -1.844
53 H 0.043 -0.924 -2.803
54 H -1.593 -0.645 -3.264
55 H -1.279 -2.948 -2.849
56 H -0.689 -2.698 -1.208
57 H -2.736 -2.663 -0.609
58 H -0.117 3.563 3.149
59 H 0.870 1.926 2.150
60 H -4.618 2.693 2.207
61 H -3.506 2.001 3.356
62 H -4.895 -0.110 1.741
63 H -4.684 0.017 3.482
64 H -5.993 0.897 2.672
65 H -3.315 2.152 -1.186
66 H -3.911 0.552 -0.853
67 H -5.624 2.465 -1.308
68 H -5.354 2.969 0.347
69 H -5.986 1.352 0.005
70 H -1.760 8.221 0.512
71 H -2.443 6.950 -0.486
72 H -0.712 6.922 -0.068
73 H 0.481 3.977 -1.613
74 H 2.726 4.878 -1.713
75 H 2.587 6.199 2.165
76 H 0.298 5.419 2.443
77 H -1.161 5.543 -1.849
78 H -1.222 3.865 -2.392
79 H -2.810 4.649 -3.665
80 H -3.347 5.794 -2.630
81 C 2.190 -6.379 2.388
82 N 1.553 -5.088 2.510
83 C 0.249 -4.821 2.763
84 C -0.683 -6.000 2.952
85 O -0.158 -3.673 2.846
86 H 2.968 -6.502 3.144
87 H 2.653 -6.498 1.407
88 H 1.460 -7.172 2.516
89 H 2.154 -4.280 2.419
90 H -1.675 -5.608 3.150
91 H -0.715 -6.626 2.059
92 H -0.368 -6.620 3.793
93 C 6.783 -5.088 -0.085
94 N 5.502 -4.710 0.474
95 C 5.203 -4.414 1.761
96 C 6.319 -4.470 2.777
97 O 4.065 -4.102 2.082
98 H 7.108 -4.372 -0.841
99 H 6.735 -6.076 -0.546
100 H 7.534 -5.116 0.698
101 H 4.714 -4.641 -0.152
102 H 5.903 -4.200 3.742
103 H 6.747 -5.471 2.836
104 H 7.116 -3.770 2.522
105 C -1.191 -3.838 -8.295
106 N -0.479 -3.384 -7.120
107 C -0.966 -2.703 -6.049
108 C -2.440 -2.361 -6.053
109 O -0.238 -2.387 -5.124
110 H -1.139 -4.924 -8.393
111 H -0.780 -3.393 -9.203
112 H -2.236 -3.556 -8.225
113 H 0.508 -3.581 -7.056
114 H -2.662 -1.829 -5.132
115 H -2.696 -1.728 -6.903
116 H -3.053 -3.261 -6.098